This record from OMol25 describes C28H39GaNO as an isolated structure. The level of theory is the ωB97M-V functional and the def2-TZVPD basis.

Atoms and positions in Å:
C1 3.63 -1.76 1.57
C2 2.76 -1.77 0.73
Ga1 1.26 -1.64 -0.64
C3 2.14 -1.34 -2.48
C4 3.10 -2.50 -2.76
C5 4.13 -2.26 -3.88
O1 4.59 -0.91 -3.97
C6 0.22 -3.41 -0.78
C7 1.05 -4.67 -0.43
C8 1.05 -5.82 -1.47
C9 -0.30 -6.06 -2.17
C10 -1.51 -6.18 -1.22
N1 -2.72 -5.45 -1.69
H1 4.42 -1.58 2.26
H2 0.29 -0.43 -0.23
H3 1.35 -1.31 -3.23
H4 2.66 -0.38 -2.45
H5 2.51 -3.37 -3.07
H6 3.63 -2.81 -1.86
H7 3.72 -2.51 -4.86
H8 5.00 -2.92 -3.72
H9 5.40 -0.82 -3.48
H10 -0.63 -3.36 -0.09
H11 -0.18 -3.44 -1.80
H12 0.76 -5.07 0.54
H13 2.10 -4.37 -0.31
H14 1.82 -5.64 -2.23
H15 1.34 -6.74 -0.96
H16 -0.47 -5.24 -2.88
H17 -0.24 -6.97 -2.77
H18 -1.79 -7.23 -1.15
H19 -1.29 -5.77 -0.24
H20 -2.51 -4.46 -1.60
H21 -2.80 -5.60 -2.69
C11 -1.92 1.29 -1.40
C12 -3.10 1.88 -0.96
C13 -3.18 3.26 -0.84
C14 -2.08 4.05 -1.15
C15 -0.90 3.46 -1.59
C16 -0.82 2.08 -1.71
H22 -1.84 0.21 -1.47
H23 -3.95 1.26 -0.70
H24 -4.09 3.72 -0.47
H25 -2.14 5.13 -1.04
H26 -0.04 4.07 -1.82
H27 0.10 1.61 -2.03
C17 -3.30 2.62 3.67
C18 -2.96 3.48 2.63
C19 -3.44 4.78 2.62
C20 -4.25 5.23 3.65
C21 -4.58 4.38 4.69
C22 -4.11 3.08 4.70
H28 -2.93 1.61 3.68
H29 -2.33 3.13 1.82
H30 -3.18 5.44 1.80
H31 -4.61 6.25 3.64
H32 -5.21 4.73 5.50
H33 -4.37 2.41 5.51
C23 2.05 2.90 1.16
C24 0.87 3.43 1.63
C25 0.87 4.25 2.75
C26 2.06 4.55 3.39
C27 3.26 4.02 2.91
C28 3.25 3.19 1.80
H34 2.05 2.24 0.29
H35 -0.07 3.19 1.14
H36 -0.07 4.65 3.13
H37 2.07 5.19 4.26
H38 4.19 4.25 3.41
H39 4.18 2.77 1.43

Total charge: -1
HOMO, eV: -4.64
Energy, hartree: -3145.0360
Orbital gap, eV: 7.1

Mulliken population analysis, charges in e, atoms 1 to 5: 0.4417, -0.9556, -0.6970, -0.8218, -0.1371